Entry 1:
Density functional theory data (ωB97M-V with the def2-TZVPD basis set) for a molecular structure, C22H55FGaIN3O.

Its total energy is -3433.08929 Eh. Its HOMO energy is -4.62 eV. The calculation puts the orbital gap at 6.984 eV. The total charge is -1.

The geometry in XYZ format:
```
84
Properties=species:S:1:pos:R:3:lowdin_charge:R:1
I -4.893 4.277 2.325 0.06
Ga -2.356 3.575 2.251 0.02
F -1.844 6.126 -0.125 -0.10
O -2.273 1.316 4.207 -0.29
N 0.991 3.428 -3.744 -0.20
N 2.041 -2.435 3.848 -0.20
N -2.152 -2.803 -1.531 -0.20
C -1.660 3.773 0.360 -0.31
C -1.328 -2.433 -2.667 -0.25
C 2.153 -2.677 1.302 -0.08
C 1.804 -1.845 2.542 -0.24
C -1.080 1.677 4.841 -0.17
C 1.203 -3.588 4.124 -0.27
C 1.249 4.816 -4.083 -0.25
C 3.428 -2.547 4.262 -0.25
C 0.995 2.101 -5.932 -0.08
C -0.933 5.072 0.096 -0.32
C 0.583 5.386 -5.342 -0.09
C -0.397 3.162 -3.400 -0.26
C -2.437 -1.734 -0.577 -0.23
C 4.250 -3.717 3.702 -0.09
C -1.347 -1.365 0.434 -0.07
C -2.848 -4.606 0.020 -0.09
C -2.260 1.619 2.800 -0.34
C -1.802 -4.088 -0.955 -0.28
C 1.214 -3.993 5.590 -0.09
C 1.637 2.429 -4.576 -0.25
C 0.178 -2.250 -2.439 -0.09
C -0.596 1.814 -2.731 -0.09
H -2.596 -5.622 0.329 0.07
H 0.056 1.712 -1.862 0.08
H -1.711 -4.791 -1.790 0.11
H 0.626 -3.098 -1.921 0.06
H -0.083 1.962 -5.836 0.06
H -0.545 -0.781 -0.017 0.06
H -0.413 0.977 -3.409 0.05
H 0.185 -3.308 3.840 0.12
H -0.482 5.154 -5.370 0.07
H 1.039 5.007 -6.257 0.05
H 1.702 1.503 -3.999 0.10
H 4.534 -3.567 2.662 0.05
H -0.300 5.050 -0.803 0.08
H 0.390 -1.348 -1.866 0.05
H -1.076 3.234 -4.265 0.10
H -1.536 4.559 3.212 -0.06
H 0.686 -2.153 -3.402 0.07
H -2.451 3.673 -0.391 0.05
H -0.671 2.603 4.422 0.05
H -1.628 1.736 -2.386 0.07
H 1.412 1.171 -6.323 0.07
H 1.460 -4.469 3.511 0.10
H -1.744 -1.509 -3.077 0.11
H 3.914 -1.602 4.005 0.11
H 1.167 2.880 -6.674 0.05
H 2.334 4.940 -4.163 0.11
H -0.821 -4.086 -0.450 0.10
H 0.962 -3.141 6.222 0.08
H -1.467 -3.200 -3.437 0.11
H -2.708 -0.850 -1.158 0.11
H -0.310 5.382 0.941 0.09
H 1.714 -2.212 0.416 0.05
H 1.759 -3.693 1.367 0.07
H 2.185 -4.379 5.903 0.06
H 0.478 -4.780 5.761 0.07
H 2.345 -0.896 2.501 0.12
H -1.281 1.840 5.901 0.08
H -3.834 -4.619 -0.448 0.08
H -3.339 -2.009 -0.027 0.10
H 5.167 -3.835 4.283 0.07
H 0.683 6.473 -5.349 0.07
H 3.229 -2.737 1.141 0.06
H -0.947 2.959 0.171 0.04
H 0.743 -1.584 2.499 0.10
H -1.365 1.147 2.352 0.04
H -0.904 -2.256 0.886 0.06
H -1.772 -0.762 1.238 0.06
H 2.669 2.757 -4.729 0.11
H 0.933 5.415 -3.225 0.11
H -2.906 -3.995 0.920 0.07
H -0.708 3.945 -2.705 0.10
H 3.452 -2.605 5.353 0.10
H 3.698 -4.657 3.766 0.06
H -3.126 1.090 2.390 0.05
H -0.317 0.887 4.745 0.07
```

---

Entry 2:
Density functional theory data (ωB97M-V with the def2-TZVPD basis set) for a molecular structure, C22H56O10Sr.

Its total energy is -1654.64040 Eh. Its HOMO energy is -5.17 eV. The calculation puts the orbital gap at 2.990 eV. The value obtained for the energy above the lowest of the compared OMol25 structures with the same formula, charge and spin is 1081.81 kJ/mol.

The geometry in XYZ format:
```
89
Properties=species:S:1:pos:R:3:lowdin_charge:R:1
Sr -32.761 4.854 -24.061 1.26
O -36.455 3.722 -25.026 -0.10
O -33.676 5.945 -19.789 -0.07
O -37.922 2.373 -24.091 0.00
O -35.814 2.383 -23.448 -0.07
O -29.657 2.209 -26.220 -0.08
O -31.100 1.386 -21.038 -0.07
O -28.891 6.716 -22.939 -0.08
O -31.967 6.971 -27.952 -0.08
O -36.144 8.193 -24.826 -0.09
O -33.134 -0.950 -25.571 -0.08
C -30.234 0.474 -20.364 -0.51
C -27.904 0.641 -26.640 -0.06
C -27.679 6.023 -22.659 -0.51
C -31.237 7.790 -28.842 -0.53
C -36.749 2.776 -24.233 -1.03
C -37.352 9.602 -26.386 -0.06
C -37.033 9.322 -24.932 -0.47
C -38.214 8.751 -24.179 -0.07
C -30.439 0.479 -18.849 -0.05
C -32.026 9.064 -29.187 -0.05
C -33.640 -3.372 -25.077 -0.07
C -33.782 6.958 -18.790 -0.49
C -29.842 8.023 -28.371 -0.05
C -26.505 6.411 -23.581 -0.04
C -30.244 -0.913 -20.940 -0.07
C -27.315 6.259 -21.246 -0.08
C -28.700 1.840 -27.168 -0.50
C -32.989 6.701 -17.531 -0.08
C -33.206 8.203 -19.482 -0.06
C -33.317 -2.620 -27.479 -0.05
C -29.538 1.565 -28.462 -0.04
C -33.800 -2.181 -26.024 -0.43
H -28.726 7.638 -22.728 0.08
H -33.737 -0.407 -25.058 0.07
H -29.045 1.676 -29.428 0.07
H -28.516 -0.220 -26.373 0.08
H -32.260 8.035 -19.997 0.07
H -31.928 6.731 -17.780 0.08
H -34.796 6.983 -18.393 0.14
H -34.229 -4.199 -25.473 0.08
H -27.896 4.962 -22.782 0.14
H -32.286 -2.903 -27.692 0.07
H -34.066 5.193 -19.336 0.09
H -31.954 0.977 -21.197 0.09
H -31.473 0.800 -18.719 0.08
H -36.727 7.475 -25.085 0.07
H -31.164 -1.476 -20.782 0.09
H -30.198 -0.482 -18.395 0.08
H -29.307 8.377 -29.252 0.09
H -37.871 8.539 -23.166 0.09
H -29.441 -1.540 -20.553 0.08
H -26.506 6.129 -24.634 0.08
H -36.659 10.303 -26.852 0.07
H -32.563 -3.543 -25.064 0.08
H -37.355 8.712 -27.016 0.08
H -31.420 9.844 -29.647 0.08
H -33.062 9.099 -18.878 0.08
H -32.846 8.848 -29.871 0.07
H -26.522 5.645 -20.820 0.09
H -26.371 7.492 -23.578 0.08
H -29.810 1.245 -18.396 0.07
H -31.250 7.153 -29.726 0.13
H -28.004 2.632 -27.446 0.13
H -33.899 -3.495 -27.768 0.06
H -36.717 10.243 -24.443 0.14
H -34.098 -3.108 -24.124 0.08
H -30.477 2.119 -28.428 0.08
H -29.257 0.932 -20.515 0.13
H -28.182 6.102 -20.605 0.09
H -27.153 0.388 -27.389 0.08
H -39.089 9.400 -24.152 0.08
H -30.230 1.439 -26.178 0.08
H -32.658 9.407 -28.368 0.08
H -33.655 -1.881 -28.206 0.07
H -34.843 -1.866 -26.053 0.13
H -29.526 7.042 -28.015 0.08
H -38.342 10.030 -26.542 0.08
H -32.784 6.786 -28.422 0.09
H -25.704 5.981 -22.979 0.08
H -29.753 0.504 -28.335 0.07
H -29.759 8.691 -27.513 0.09
H -29.998 -0.952 -22.001 0.08
H -33.839 8.483 -20.324 0.07
H -26.998 7.287 -21.071 0.09
H -33.074 7.372 -16.677 0.08
H -38.503 7.815 -24.656 0.09
H -27.381 0.905 -25.721 0.08
H -33.089 5.683 -17.155 0.08
```

---

Entry 3:
Density functional theory data (ωB97M-V with the def2-TZVPD basis set) for 8 unconnected molecules or ions with the total composition C22H57F6N4O9.

Its total energy is -2367.79395 Eh. Its HOMO energy is -5.44 eV. The calculation puts the orbital gap at 7.688 eV. The total charge is -1.

The geometry in XYZ format:
```
98
Properties=species:S:1:pos:R:3:lowdin_charge:R:1
F -2.129 -0.634 5.062 0.12
F 4.351 -2.853 -0.615 0.11
F -3.601 -1.605 3.760 0.13
F -3.928 0.443 4.418 0.09
F 4.215 -4.903 -1.256 0.09
F 3.189 -4.311 0.558 0.16
O 1.406 -4.727 -1.399 -0.09
O 0.734 4.187 -2.913 -0.21
O 1.118 0.854 6.954 -0.17
O -1.518 1.281 3.096 -0.13
O -1.086 -3.302 -2.841 -0.14
O 3.001 0.486 -0.502 -0.16
O -1.474 -0.820 2.188 -0.15
O -2.436 1.424 -4.896 -0.17
O 1.510 -2.536 -1.052 -0.18
N -0.501 -0.597 -0.480 0.23
N 0.696 1.865 -1.266 0.05
N 1.199 -0.251 3.414 0.07
N -2.951 -1.040 -2.126 0.04
C 1.404 4.251 -1.656 -0.20
C 1.475 -0.320 4.869 -0.41
C 2.932 -0.688 5.107 -0.07
C -0.467 -2.999 -4.077 -0.18
C 0.448 -6.508 -2.693 -0.08
C 1.723 -5.823 -2.203 -0.31
C -2.205 2.486 2.847 -0.30
C 1.016 3.377 0.718 -0.05
C -2.961 -0.442 3.997 -0.51
C 0.659 3.256 -0.756 -0.41
C -2.244 0.059 2.740 -0.52
C -2.954 -0.526 -3.532 -0.42
C 1.121 5.187 -3.821 -0.12
C 2.842 0.272 0.905 -0.14
C 3.488 -3.894 -0.673 -0.54
C 2.227 -3.545 -1.508 -0.50
C -2.284 0.829 -3.646 -0.21
C 1.034 0.962 5.532 -0.22
C -4.373 -0.575 -4.112 -0.06
C 0.683 2.030 7.546 -0.15
C -1.517 3.550 3.688 -0.08
C -2.013 0.666 -5.999 -0.12
H -0.109 0.332 -0.813 0.07
H 0.219 -0.530 3.250 0.05
H 2.106 3.316 0.801 0.08
H -3.745 -0.532 -1.718 0.09
H 0.444 5.199 -4.679 0.08
H 1.149 0.729 3.128 0.05
H -4.387 -0.269 -5.159 0.06
H -1.233 0.793 -3.341 0.11
H -5.157 -0.062 -3.549 0.08
H 3.237 -1.555 4.525 0.07
H -0.171 -6.698 -1.813 0.08
H 3.107 -1.001 6.143 0.07
H 0.051 1.312 5.193 0.10
H -2.621 -0.207 -6.266 0.08
H 1.662 1.842 5.265 0.13
H 1.194 2.917 7.130 0.08
H -3.378 -1.962 -2.237 0.08
H 2.449 3.935 -1.822 0.14
H -3.050 0.451 2.067 0.14
H -4.699 -1.623 -4.139 0.08
H 1.657 1.523 -1.065 0.06
H 1.381 5.249 -1.200 0.12
H 0.516 2.686 1.391 0.07
H -2.105 1.371 -6.830 0.09
H -2.030 2.675 1.775 0.11
H -1.572 3.174 4.715 0.07
H 0.705 2.063 -2.271 0.08
H -0.388 2.192 7.364 0.09
H -1.363 -0.757 -1.049 0.06
H -0.363 3.644 -0.888 0.13
H -1.207 -3.117 -4.869 0.07
H 3.648 -0.319 1.331 0.08
H -0.094 -1.966 -4.081 0.08
H -0.856 -0.599 0.512 0.08
H -0.449 3.668 3.486 0.06
H -0.361 -3.339 -2.188 0.05
H 1.116 6.177 -3.361 0.08
H -2.713 1.425 -2.830 0.13
H 2.077 4.900 -4.284 0.09
H 0.196 -1.357 -0.685 0.07
H 2.788 1.222 1.429 0.05
H -2.428 -1.239 -4.179 0.10
H 2.559 -3.304 -2.541 0.15
H 3.552 0.189 4.896 0.07
H -3.279 2.511 3.042 0.11
H 0.387 -3.661 -4.260 0.07
H -0.078 -5.977 -3.482 0.06
H 1.904 -0.260 1.053 0.06
H 2.273 -5.571 -3.124 0.12
H -1.949 4.546 3.565 0.07
H 0.825 -1.076 5.327 0.14
H -0.966 0.334 -5.966 0.09
H 0.904 2.068 8.612 0.08
H 2.342 -6.555 -1.673 0.11
H 3.022 -0.378 -0.939 0.07
H 0.703 -7.495 -3.098 0.07
H 0.752 4.397 1.019 0.08
```

---

Entry 4:
Density functional theory data (ωB97M-V with the def2-TZVPD basis set) for 6 unconnected molecules or ions with the total composition C22H57N6O5P2S.

Its total energy is -2658.03009 Eh. Its HOMO energy is -3.66 eV. The calculation puts the orbital gap at 5.292 eV. The total charge is -1.

The geometry in XYZ format:
```
93
Properties=species:S:1:pos:R:3:lowdin_charge:R:1
S 0.730 -3.171 -2.090 -0.05
P 2.173 -0.130 -3.547 0.33
P 0.881 -1.206 -1.958 0.17
O 0.967 6.505 -1.819 0.01
O 4.769 -7.989 -3.213 -0.01
O -2.019 -7.109 -0.700 0.02
O -4.610 4.760 6.225 0.00
O -2.182 4.584 2.786 0.00
N -1.425 -8.453 1.030 -0.20
N -4.373 4.944 2.326 -0.19
N -5.159 2.638 6.809 -0.19
N 2.615 -7.381 -2.792 -0.19
N 0.925 6.792 0.428 -0.20
N 0.822 1.008 -3.936 -0.31
C -0.310 6.033 0.558 -0.04
C 3.597 -8.265 -3.022 -0.38
C -1.749 -9.655 0.283 -0.05
C 1.249 -7.812 -2.566 -0.06
C 4.975 -0.884 -3.486 -0.30
C 1.546 7.342 1.613 -0.07
C 0.524 2.029 -2.946 -0.36
C 2.926 -5.955 -2.759 -0.05
C 1.445 3.272 -2.962 -0.27
C -5.718 5.152 2.822 -0.05
C -4.131 4.930 0.892 -0.03
C -1.606 -7.254 0.429 -0.35
C -4.859 1.221 6.732 -0.05
C -6.312 3.084 7.573 -0.04
C 2.172 3.502 -4.274 -0.13
C 5.946 -0.585 -2.337 -0.28
C -3.330 4.762 3.159 -0.34
C 3.581 -1.347 -3.068 -0.43
C -4.401 3.560 6.194 -0.36
C -0.916 -8.569 2.379 -0.07
C 1.458 6.944 -0.800 -0.35
C 5.397 0.434 -1.347 -0.13
H 3.378 -2.309 -3.524 0.04
H 2.458 7.870 1.341 0.08
H 2.995 0.450 -4.598 -0.02
H 1.798 6.544 2.315 0.09
H 5.444 -1.632 -4.121 0.09
H -4.678 0.818 7.730 0.09
H 0.590 -7.398 -3.330 0.10
H 1.601 -1.074 -4.520 -0.02
H -3.610 4.786 4.223 0.10
H 6.168 0.707 -0.626 0.06
H -6.814 2.222 8.004 0.08
H -5.715 5.140 3.909 0.07
H -1.642 -9.076 3.019 0.08
H 2.672 0.798 -2.537 0.00
H 2.409 7.509 -0.794 0.13
H 0.868 8.043 2.107 0.09
H -7.006 3.623 6.928 0.09
H -3.970 1.064 6.125 0.09
H -0.019 0.502 -4.183 0.03
H 3.668 -5.757 -1.985 0.09
H -1.547 -10.528 0.898 0.08
H -3.551 3.122 5.643 0.14
H 3.237 -9.312 -3.021 0.12
H -0.488 2.384 -3.141 0.10
H 2.026 -5.384 -2.543 -0.02
H -0.163 5.020 0.186 0.10
H 3.338 -5.638 -3.716 0.09
H -0.616 5.991 1.598 0.06
H -1.325 -6.401 1.070 0.14
H 1.197 -8.899 -2.606 0.07
H 4.535 0.069 -0.804 0.05
H 0.902 -7.472 -1.589 0.08
H -6.383 4.364 2.457 0.09
H 2.492 4.539 -4.350 0.06
H 0.018 -9.136 2.388 0.09
H 5.138 1.331 -1.899 0.06
H 3.571 -1.514 -1.994 0.03
H 2.183 3.154 -2.172 0.08
H -0.724 -7.578 2.786 0.08
H -3.702 3.975 0.589 0.10
H 1.536 3.277 -5.119 0.06
H -3.427 5.717 0.620 0.08
H 0.512 1.640 -1.916 0.07
H -5.693 0.682 6.279 0.09
H 0.857 4.138 -2.678 0.07
H 3.046 2.865 -4.314 0.05
H -1.096 6.502 -0.037 0.09
H 6.836 -0.130 -2.770 0.09
H 6.258 -1.502 -1.840 0.10
H -1.151 -9.706 -0.628 0.08
H -5.998 3.758 8.370 0.09
H 4.936 0.023 -4.091 0.07
H -2.801 -9.648 -0.005 0.09
H -6.101 6.118 2.483 0.09
H -0.392 -0.580 -1.920 -0.09
H 1.414 -0.889 -0.678 -0.08
H -5.070 5.089 0.366 0.08
```

---

Entry 5:
Density functional theory data (ωB97M-V with the def2-TZVPD basis set) for 9 unconnected molecules or ions with the total composition C22H58BNO12.

Its total energy is -1855.52282 Eh. Its HOMO energy is -9.78 eV. The calculation puts the orbital gap at 10.017 eV. As for the SMILES: CC(=O)N(B(O)CC=O)C(C)=O.CCO.CCO.CCO.CCO.CCO.CCO.CCO.CCO.

The geometry in XYZ format:
```
94
Properties=species:S:1:pos:R:3:lowdin_charge:R:1
O -7.348 3.540 -0.414 -0.09
O 7.031 3.759 -3.024 -0.09
O 11.073 5.804 -3.690 -0.09
O 5.273 4.020 0.605 0.06
O 2.302 2.692 1.902 0.21
O -0.284 -0.256 0.604 0.06
O 1.058 -3.847 0.978 -0.07
O -4.679 -5.170 2.198 -0.09
O 2.705 -0.784 -0.715 0.15
O -1.158 -1.010 3.394 -0.09
O -6.110 -3.623 0.262 -0.09
O -3.676 0.961 0.858 -0.11
N 1.568 0.993 0.238 0.16
C -5.075 0.711 0.725 -0.29
C 12.016 5.055 -4.450 -0.33
C 2.285 -0.288 0.290 -0.42
C -5.567 -3.800 -1.031 -0.34
C -8.718 3.892 1.572 -0.09
C -8.400 3.005 0.383 -0.33
C -0.317 -3.822 0.602 -0.32
C -0.673 -4.909 -0.394 -0.07
C -2.540 -1.254 3.117 -0.28
C -2.722 -2.461 2.217 -0.08
C 8.213 4.774 -1.140 -0.08
C -0.564 2.086 0.879 0.04
C 2.446 -0.906 1.642 0.03
C -5.338 -0.570 -0.036 -0.08
C 3.448 2.776 -0.331 -0.02
C 13.004 5.938 -5.188 -0.09
C 4.769 2.961 0.333 -0.28
C -3.834 -7.421 1.760 -0.07
C 0.234 0.849 0.596 -0.45
C -5.704 -5.227 -1.536 -0.08
C 8.311 3.970 -2.421 -0.32
C -3.583 -5.929 1.682 -0.31
B 2.394 2.159 0.668 -0.54
H -3.288 1.012 -0.022 0.08
H 3.104 3.741 -0.707 0.13
H -0.577 -2.836 0.200 0.09
H -8.141 1.994 0.720 0.10
H 12.488 6.579 -5.907 0.07
H -3.460 -5.616 0.645 0.09
H 1.490 -1.326 1.952 0.08
H -0.871 -3.958 1.531 0.08
H 13.537 6.579 -4.485 0.08
H -5.175 -5.929 -0.887 0.05
H -5.462 0.641 1.742 0.12
H -5.299 -5.325 -2.545 0.08
H 7.807 5.769 -1.338 0.08
H -9.543 3.484 2.157 0.07
H -4.800 -5.403 3.123 0.10
H -0.112 -4.782 -1.323 0.08
H 1.882 2.136 2.568 0.12
H -1.736 -4.878 -0.639 0.06
H -4.739 -7.686 1.212 0.08
H -6.405 -0.781 -0.100 0.08
H -2.666 -5.667 2.216 0.11
H 8.986 4.463 -3.125 0.09
H 7.547 4.280 -0.433 0.05
H -0.571 2.768 0.028 0.11
H -2.215 -2.292 1.263 0.06
H -4.511 -3.494 -1.041 0.10
H -9.265 2.921 -0.274 0.11
H 12.531 4.424 -3.727 0.11
H -4.856 -1.412 0.455 0.05
H -6.570 3.615 0.148 0.07
H -1.566 1.728 1.081 0.06
H 13.731 5.336 -5.734 0.07
H -3.023 -1.418 4.081 0.11
H -0.434 -5.892 0.012 0.08
H -2.968 -0.363 2.656 0.09
H 3.175 -1.706 1.548 0.10
H -2.284 -3.347 2.679 0.06
H 10.585 6.370 -4.296 0.08
H -8.990 4.892 1.234 0.08
H -5.603 -4.165 0.883 0.03
H 5.299 2.016 0.577 0.14
H 11.495 4.397 -5.155 0.11
H 3.572 2.069 -1.155 0.12
H 1.585 -3.704 0.184 0.08
H -6.755 -5.518 -1.552 0.08
H -3.964 -7.739 2.797 0.08
H -3.775 -2.657 2.018 0.06
H 6.656 4.623 -3.221 0.07
H -4.939 -0.499 -1.052 0.08
H 2.804 -0.200 2.392 0.09
H 9.195 4.896 -0.680 0.08
H -2.995 -7.976 1.340 0.08
H -0.192 2.635 1.740 0.09
H -7.850 3.982 2.229 0.07
H -6.109 -3.125 -1.694 0.11
H 8.703 2.973 -2.220 0.11
H -0.739 -0.852 2.539 0.03
H -5.563 1.557 0.232 0.09
```